C40H40GeN4O3S2SiZr | ωB97M-V/def2-TZVPD

Geometry (Å):
Zr: 6.4314 15.2377 12.9610
N: 5.4084 15.5812 10.9204
C: 6.3369 15.9047 9.8347
C: 7.4700 16.7960 10.3177
O: 8.0807 17.5476 9.5429
N: 7.6573 16.6698 11.6533
C: 8.6273 17.5976 12.2108
C: 8.4652 17.5046 13.6989
O: 8.8052 18.4229 14.4458
O: 7.9982 16.3647 14.0980
H: 4.8076 16.3496 11.2241
H: 4.8330 14.7660 10.7787
H: 6.7672 14.9402 9.5550
H: 5.8644 16.3094 8.9511
H: 9.6531 17.3192 11.9188
H: 8.4848 18.5989 11.8544
S: 5.2773 19.0456 15.6756
C: 5.1589 19.5291 14.0264
C: 5.2606 18.4857 13.1461
C: 5.4465 17.2253 13.8056
C: 5.4987 17.4000 15.1584
C: 5.8096 16.2658 16.0332
C: 5.9576 16.3412 17.4100
C: 6.1191 15.1915 18.1555
C: 6.0460 13.9611 17.5175
C: 5.9228 13.9806 16.1340
N: 5.8822 15.0854 15.3942
H: 5.0772 20.5711 13.7669
H: 5.3077 18.5726 12.0598
H: 5.9590 17.3114 17.9033
H: 6.2716 15.2215 19.2288
H: 6.1548 13.0202 18.0475
H: 5.8278 13.0579 15.5655
C: 3.1570 9.7419 15.2893
Si: 3.0780 11.4608 14.4545
C: 2.5948 12.6684 15.8132
C: 1.6190 11.4734 13.1893
C: 4.6961 11.6734 13.6122
C: 5.7465 10.6638 13.6151
C: 6.9769 10.9696 13.2002
C: 7.3305 12.3643 12.6826
N: 6.1252 13.1276 12.2792
C: 4.9886 12.8446 12.9464
S: 3.9010 14.2451 12.9644
H: 2.2215 9.5230 15.8176
H: 3.9790 9.6918 16.0372
H: 3.3658 8.9347 14.5556
H: 1.7459 12.1761 16.3265
H: 2.2633 13.6377 15.4163
H: 3.3874 12.8630 16.5428
H: 0.6406 11.4069 13.6777
H: 1.7571 10.6381 12.4827
H: 1.6607 12.4075 12.6107
H: 5.5052 9.7042 14.0424
H: 7.8025 10.2703 13.2889
H: 7.9468 12.2719 11.7928
C: 7.9797 13.4027 13.6604
Ge: 9.8727 13.7893 13.9180
C: 11.2503 12.4737 14.5389
C: 12.1516 12.7834 15.5453
C: 13.2579 11.9862 15.7961
C: 13.5006 10.8698 14.9992
C: 12.5835 10.5335 14.0131
C: 11.4633 11.3187 13.7904
C: 10.3835 15.3163 15.1011
C: 11.2567 16.2810 14.6198
C: 11.7119 17.3253 15.4131
C: 11.2765 17.4031 16.7178
C: 10.3328 16.4919 17.1876
C: 9.9065 15.4429 16.3959
C: 10.6777 14.2183 12.1470
C: 9.8963 14.4270 11.0274
C: 10.4890 14.8397 9.8398
C: 11.8489 15.0229 9.7475
C: 12.6259 14.7897 10.8623
C: 12.0456 14.3824 12.0397
H: 7.6379 13.1445 14.6785
H: 12.0222 13.6921 16.1058
H: 13.9678 12.2536 16.5646
H: 14.4006 10.2709 15.1695
H: 12.7519 9.6610 13.3804
H: 10.7870 11.0438 12.9788
H: 11.5788 16.2493 13.5990
H: 12.3827 18.0777 15.0195
H: 11.6088 18.2074 17.3596
H: 9.9765 16.5510 18.2107
H: 9.1751 14.7482 16.7992
H: 8.8267 14.2943 11.1033
H: 9.8878 15.0643 8.9766
H: 12.3042 15.4012 8.8350
H: 13.7026 14.9329 10.8380
H: 12.6555 14.1949 12.9230

Forces on the atoms, in the same order (eV/Å):
1.5 0.5 1.4
0.4 0.9 -0.2
0.0 -0.7 0.0
0.0 0.4 1.1
-0.2 -0.4 0.0
-0.5 -0.1 -1.5
-0.1 -1.0 -0.2
0.3 0.1 1.1
-0.1 -0.3 -0.3
-0.2 -0.1 -0.2
0.0 -0.1 -0.4
-0.1 -0.1 -0.1
0.1 0.0 -0.2
-0.1 0.3 -0.2
0.0 0.0 0.2
-0.2 0.6 -0.2
0.1 -0.1 -0.5
0.0 0.1 -0.3
0.2 -0.2 0.7
-0.1 -0.1 -0.6
0.1 -0.5 0.1
-0.4 0.5 -0.5
0.1 0.4 0.7
-0.1 -0.3 0.0
0.2 0.1 -0.3
0.0 -0.5 -0.2
0.0 -0.1 0.3
-0.1 0.2 0.1
-0.1 0.3 0.3
0.0 -0.1 -0.2
0.0 0.2 0.0
-0.1 0.1 -0.1
0.1 0.0 0.1
0.3 -0.2 0.0
0.0 -0.1 -0.7
-0.4 0.0 0.2
0.5 -0.1 0.2
-0.3 -0.3 0.4
-0.3 0.8 0.2
0.9 0.4 -0.2
0.0 0.4 0.3
0.1 -0.4 0.2
-0.3 0.4 -0.5
-0.3 -0.1 0.3
0.1 -0.1 -0.1
-0.4 0.2 -0.4
-0.3 0.4 0.3
0.2 0.3 0.0
0.1 -0.3 0.0
-0.1 -0.1 -0.1
0.0 -0.1 -0.1
-0.2 0.2 0.2
0.0 -0.2 0.2
0.2 -0.4 0.0
0.0 -0.1 -0.1
0.3 -0.2 -0.2
0.1 -0.2 0.6
-0.2 0.3 -0.5
-0.6 0.0 -0.4
0.2 -0.1 0.1
0.2 -0.3 -0.4
0.1 0.0 0.4
0.1 -0.4 -0.3
0.1 -0.1 -0.1
-0.4 -0.5 -0.7
0.1 0.2 0.1
-0.1 -0.2 0.1
-0.4 0.1 0.3
0.4 -0.1 0.4
-0.1 0.1 0.2
-0.5 -0.3 0.8
0.1 0.1 -0.2
-0.5 0.0 -0.3
0.3 0.3 -0.2
0.9 0.0 0.1
0.3 -0.2 0.5
0.0 0.1 -0.3
-0.1 0.2 0.2
0.1 0.1 0.1
-0.3 0.1 -0.1
0.0 0.1 0.2
0.1 0.1 0.2
0.1 -0.1 -0.4
0.0 0.0 -0.1
0.0 0.1 0.1
-0.1 0.2 0.0
0.0 0.0 -0.1
-0.1 0.0 -0.1
-0.3 0.0 -0.2
-0.1 -0.1 0.1
0.0 0.0 -0.1
0.1 0.1 -0.2

Results
**ΔE to the lowest compared entry with this formula, charge and spin**: 0.00 kJ/mol
**Multiplicity**: 1
**Net charge**: -2
**Orbital gap**: 5.587 eV

=====

C40H40IrN2OP | ωB97M-V/def2-TZVPD

Geometry (Å):
C: 2.6102 0.2198 1.2307
C: 2.1819 -0.8166 0.3810
C: 1.4141 -0.2148 -0.6914
H: 2.3908 -1.8882 0.4100
C: 1.3210 1.2701 -0.4602
C: 2.1592 1.4590 0.7213
H: 1.0491 2.0589 -1.1708
C: -1.6665 -1.9265 1.2189
C: -0.6172 -2.7958 0.8635
C: -0.3651 -2.6294 -0.5005
H: -0.1446 -3.5171 1.5005
C: -1.2026 -1.5601 -1.0743
C: -2.1099 -1.2260 0.0375
H: 1.4702 -0.7044 -1.6396
H: 2.2927 2.4124 1.2078
H: 3.1141 0.0539 2.1561
H: -3.0396 -0.6821 -0.1028
H: 0.3310 -3.1636 -1.1397
H: -2.1374 -1.8049 2.1865
Ir: -0.5211 0.2511 -0.0475
C: -1.4983 -1.2993 -2.5544
C: -3.0140 -1.2356 -2.7115
C: -0.9050 -2.3952 -3.3702
H: -3.4480 -2.1860 -2.4167
H: -3.3115 -1.1202 -3.7414
H: -3.5904 -0.5043 -2.1392
H: -1.2896 -3.3521 -3.0886
H: 0.1803 -2.3851 -3.2214
H: -1.0996 -2.1981 -4.4223
C: -0.8210 0.0236 -3.0652
C: -1.4950 1.3329 -2.7163
H: -0.6667 -0.0201 -4.1492
H: 0.1822 0.1344 -2.6585
O: -1.7090 1.5597 -1.4800
N: -1.7623 2.1616 -3.7789
C: -0.6287 3.0182 -4.4142
H: -2.6590 2.6624 -3.7914
C: 0.6284 2.1997 -4.6267
C: 1.8179 2.5896 -4.0026
H: 1.8738 3.5315 -3.4402
C: 2.9732 1.8200 -4.1588
H: 3.9142 2.1461 -3.7320
C: 2.9394 0.6302 -4.8769
H: 3.8012 -0.0109 -4.9548
C: 1.7578 0.2274 -5.4910
H: 1.6606 -0.7062 -6.0411
C: 0.6476 1.0789 -5.4752
H: -0.2741 0.8558 -6.0377
H: -0.4667 3.8924 -3.7540
H: -0.9529 3.4343 -5.3721
N: -0.6658 0.8864 1.6614
P: -0.6161 0.9280 3.2722
C: -2.1376 0.2180 3.8324
C: -2.1612 -0.6254 4.9550
C: -3.3683 -1.2108 5.3527
C: -4.5294 -0.9575 4.6322
C: -4.5211 -0.0656 3.5575
C: -3.3276 0.5322 3.1499
C: 0.7470 -0.0407 3.8935
C: 1.7765 0.5923 4.6193
C: 2.9413 -0.1020 4.9592
C: 3.0732 -1.4441 4.6133
C: 2.0240 -2.1106 3.9945
C: 0.8491 -1.4232 3.6735
C: -0.5016 2.5963 3.8027
C: 0.3834 3.4921 3.1892
C: 0.5334 4.7856 3.6998
C: -0.2300 5.1985 4.7986
C: -1.1430 4.3158 5.3856
C: -1.2924 3.0192 4.8811
H: -1.2464 -0.8276 5.5129
H: -3.3784 -1.8878 6.2098
H: -5.4374 -1.4840 4.8754
H: -5.4349 0.1537 3.0036
H: -3.2852 1.2285 2.3006
H: 1.6392 1.6364 4.9263
H: 3.7201 0.4118 5.5198
H: 3.9759 -1.9830 4.8627
H: 2.0825 -3.1734 3.7610
H: -0.0134 -1.9639 3.2652
H: 0.9523 3.1679 2.3146
H: 1.2523 5.4676 3.2381
H: -0.1195 6.2134 5.1858
H: -1.7416 4.6385 6.2422
H: -2.0387 2.3524 5.3194

Forces on the atoms, in the same order (eV/Å):
-0.5 -0.1 -1.1
0.2 1.2 0.2
0.8 1.1 -0.3
-0.1 0.5 0.3
1.8 -1.1 0.1
-0.5 -0.5 -0.2
0.5 -0.4 0.1
-0.7 -0.4 -0.7
-0.5 0.1 -1.2
-0.4 0.1 -0.8
0.3 -0.1 0.2
-0.5 -0.9 1.6
0.2 -0.1 -0.1
-0.1 -0.1 -0.6
0.2 0.0 0.0
0.4 0.1 0.4
0.0 -0.3 0.3
0.2 -0.1 0.5
0.1 -0.1 -0.1
0.5 -0.6 0.0
-0.3 1.3 1.4
-0.6 -0.5 -0.3
0.7 0.2 -0.7
0.1 -0.3 0.2
0.0 0.2 -0.7
0.6 0.3 0.1
-0.2 -0.7 0.1
-0.1 -0.2 -0.1
0.0 -0.2 -0.2
0.0 0.2 -0.6
0.5 -1.0 2.9
-0.5 -0.2 0.5
0.1 -0.3 0.0
-0.7 0.5 -3.7
-0.3 1.8 -1.5
-0.7 -0.8 0.7
0.8 -0.1 0.7
0.5 0.4 -0.2
0.1 -0.1 -0.1
-0.2 -0.5 -0.1
0.0 0.0 -0.2
-0.1 0.0 0.1
-0.5 -0.1 0.2
0.3 0.0 0.1
-0.7 0.7 -0.6
0.3 0.2 0.0
-0.2 0.2 0.4
0.6 -0.1 0.3
0.2 -0.6 -0.2
-0.5 -0.4 0.1
-0.2 1.7 4.3
-0.4 -1.1 -4.3
-0.8 -0.2 1.4
-0.5 0.1 -0.2
0.3 -0.1 -0.1
0.2 0.1 -0.2
0.3 0.2 -0.3
0.1 -0.1 0.2
0.9 -0.2 1.4
-0.1 0.0 -0.2
-0.4 0.2 0.1
-0.1 0.2 0.0
-0.7 0.2 -0.1
-0.2 0.0 -0.2
-0.2 1.1 1.0
0.1 0.2 0.2
-0.2 -0.2 0.0
0.0 -0.3 -0.1
0.0 0.1 -0.1
0.2 0.5 0.1
-0.2 0.0 -0.2
-0.1 0.2 -0.3
-0.2 0.0 0.2
0.2 -0.1 0.2
0.0 -0.4 0.4
0.3 -0.4 -0.2
-0.1 -0.2 -0.2
0.1 0.0 0.0
0.1 0.2 0.1
0.6 0.3 -0.1
-0.3 0.1 0.4
-0.3 -0.2 0.1
0.0 -0.3 -0.1
0.2 -0.1 -0.3
0.3 0.1 -0.1

Results
**Multiplicity**: 5
**<S²>**: 6.0681
**Orbital gap (alpha / beta)**: 5.651 / 6.091 eV

=====

Number 2 is which compound?
C40H40IrN2OP

=====

The lowest multiplicity belongs to which entry?
C40H40GeN4O3S2SiZr

=====

Which formula does entry 1 have?
C40H40GeN4O3S2SiZr

=====

Which of these has the lowest multiplicity?
C40H40GeN4O3S2SiZr